{
  "formula": "C3H3FO",
  "method": "ωB97M-V/def2-TZVPD",
  "elements": ["C", "C", "F", "C", "O", "H", "H", "H"],
  "xyz": [[-0.585, 1.099, -0.058], [-0.428, -0.235, -0.141], [-1.527, -1.048, -0.030], [0.935, -0.876, -0.060], [1.899, -0.154, -0.024], [-1.638, 1.450, 0.263], [0.254, 1.715, -0.080], [1.090, -1.951, 0.131]],
  "nbo_charge": [-0.39, 0.27, -0.33, 0.35, -0.50, 0.23, 0.23, 0.15],
  "lumo_energy_ha": -0.008,
  "e_tot_ha": -291.1631,
  "de_lowest_kcal_mol": 7.93,
  "homo_ev": -10.371,
  "orbital_gap_ha": 0.3735,
  "smiles": "C=C(F)C=O"
}

---

{
  "formula": "C7H9GaO5P",
  "method": "ωB97M-V/def2-TZVPD",
  "elements": ["Ga", "O", "C", "C", "O", "C", "O", "C", "O", "C", "P", "C", "C", "O", "H", "H", "H", "H", "H", "H", "H", "H", "H"],
  "xyz": [[-1.997, -1.489, -0.020], [-2.097, -4.945, 0.385], [-2.001, -3.804, 0.261], [-2.251, -0.039, 1.669], [-2.192, 0.883, 2.347], [-1.755, -0.523, -2.032], [-1.623, 0.183, -2.921], [-4.231, -1.309, -0.315], [-5.320, -0.943, -0.490], [2.558, 1.331, 1.234], [1.215, 0.584, 0.306], [0.626, 2.118, -0.582], [2.114, -0.734, -0.623], [0.001, -0.008, 1.019], [3.498, 1.012, 0.779], [2.499, 0.975, 2.255], [2.467, 2.416, 1.192], [1.481, 2.771, -0.871], [0.003, 1.980, -1.483], [0.066, 2.652, 0.223], [1.801, -1.689, -0.153], [1.929, -0.775, -1.713], [3.208, -0.647, -0.467]],
  "nbo_charge": [1.19, -0.17, 0.58, 0.55, -0.21, 0.55, -0.19, 0.51, -0.18, -0.97, 1.83, -0.98, -0.99, -1.05, 0.29, 0.29, 0.29, 0.30, 0.24, 0.27, 0.25, 0.28, 0.31],
  "lumo_energy_ha": [-0.575, -0.575],
  "e_tot_ha": -2913.1685,
  "total_charge": 3,
  "homo_ev": [-21.224, -21.225],
  "orbital_gap_ha": [0.2047, 0.2048]
}

---

{
  "formula": "C32H33CaF6N4O6P2S6",
  "method": "ωB97M-V/def2-TZVPD",
  "elements": ["Ca", "C", "S", "C", "S", "N", "N", "C", "C", "C", "C", "C", "C", "N", "H", "H", "H", "H", "H", "H", "H", "H", "C", "C", "O", "P", "S", "S", "O", "C", "C", "H", "H", "H", "H", "H", "H", "H", "H", "H", "H", "F", "C", "F", "F", "S", "O", "O", "N", "S", "O", "O", "C", "F", "F", "F", "C", "C", "C", "C", "C", "C", "P", "C", "C", "C", "C", "C", "C", "C", "C", "C", "C", "C", "C", "H", "H", "H", "H", "H", "H", "H", "H", "H", "H", "H", "H", "H", "H", "H"],
  "xyz": [[-1.463, 0.367, -1.440], [0.594, -4.235, -4.449], [-0.858, -4.543, -3.429], [-1.065, -3.003, -2.529], [-0.054, -1.638, -2.872], [-2.012, -3.115, -1.664], [-2.268, -1.981, -0.930], [-3.175, -2.171, 0.012], [-3.508, -1.165, 0.929], [-4.476, -1.399, 1.947], [-4.750, -0.444, 2.878], [-4.054, 0.791, 2.811], [-3.158, 0.963, 1.776], [-2.864, 0.055, 0.841], [0.711, -5.122, -5.073], [1.485, -4.095, -3.839], [0.451, -3.355, -5.072], [-3.646, -3.149, 0.099], [-4.975, -2.361, 1.969], [-5.483, -0.627, 3.656], [-4.229, 1.591, 3.517], [-2.642, 1.913, 1.681], [5.431, 1.659, -0.058], [3.983, 1.445, -0.439], [3.767, 2.061, -1.711], [2.388, 1.722, -2.513], [2.483, 2.643, -4.225], [0.900, 2.025, -1.214], [2.468, 0.117, -2.652], [3.101, -0.540, -3.747], [4.605, -0.603, -3.553], [5.632, 1.191, 0.908], [5.658, 2.725, 0.013], [6.092, 1.216, -0.806], [3.307, 1.890, 0.296], [3.753, 0.379, -0.499], [2.850, -0.020, -4.673], [2.650, -1.534, -3.776], [5.027, 0.403, -3.563], [5.063, -1.185, -4.357], [4.846, -1.074, -2.597], [-6.026, 2.289, 0.247], [-5.360, 3.168, -0.492], [-4.785, 4.056, 0.319], [-6.233, 3.814, -1.263], [-4.063, 2.272, -1.487], [-2.828, 2.453, -0.749], [-4.518, 0.919, -1.629], [-4.122, 3.119, -2.818], [-2.976, 2.821, -3.863], [-2.200, 1.645, -3.515], [-3.451, 2.960, -5.202], [-1.821, 4.249, -3.654], [-1.426, 4.381, -2.397], [-2.460, 5.377, -4.012], [-0.767, 4.097, -4.438], [-1.744, -3.970, 3.408], [-0.924, -4.133, 2.300], [-0.299, -3.037, 1.728], [-0.468, -1.759, 2.259], [-1.316, -1.603, 3.353], [-1.944, -2.700, 3.926], [0.247, -0.336, 1.334], [0.378, 0.956, 2.635], [0.071, 2.264, 2.269], [0.154, 3.301, 3.190], [0.542, 3.041, 4.495], [0.846, 1.740, 4.877], [0.763, 0.709, 3.955], [1.997, -0.891, 1.145], [3.046, -0.616, 2.020], [4.329, -1.078, 1.759], [4.586, -1.818, 0.613], [3.555, -2.072, -0.280], [2.275, -1.600, -0.025], [-2.247, -4.825, 3.846], [-0.790, -5.113, 1.857], [0.299, -3.179, 0.836], [-1.528, -0.615, 3.743], [-2.619, -2.549, 4.760], [-0.225, 2.475, 1.249], [-0.088, 4.310, 2.881], [0.604, 3.848, 5.215], [1.143, 1.528, 5.898], [0.984, -0.306, 4.263], [2.874, -0.021, 2.908], [5.132, -0.846, 2.450], [5.589, -2.173, 0.407], [3.747, -2.613, -1.199], [1.499, -1.737, -0.773]],
  "lowdin_spin": [0.01, 0.00, 0.02, 0.08, 0.03, -0.03, 0.22, 0.12, 0.13, 0.03, 0.07, 0.12, 0.01, 0.15, 0.00, 0.00, 0.00, 0.01, 0.00, 0.00, 0.01, 0.00, 0.00, 0.00, 0.00, 0.00, 0.00, 0.00, 0.00, 0.00, 0.00, 0.00, 0.00, 0.00, 0.00, 0.00, 0.00, 0.00, 0.00, 0.00, 0.00, 0.00, 0.00, 0.00, 0.00, 0.00, 0.00, 0.00, 0.00, 0.00, 0.00, 0.00, 0.00, 0.00, 0.00, 0.00, 0.00, 0.00, 0.00, 0.00, 0.00, 0.00, 0.01, 0.00, 0.00, 0.00, 0.00, 0.00, 0.00, 0.00, 0.00, 0.00, 0.00, 0.00, 0.00, 0.00, 0.00, 0.00, 0.00, 0.00, 0.00, 0.00, 0.00, 0.00, 0.00, 0.00, 0.00, 0.00, 0.00, 0.00],
  "lumo_energy_ha": [0.151, 0.151],
  "e_tot_ha": -6258.6256,
  "total_charge": -2,
  "de_lowest_kcal_mol": 10.64,
  "homo_ev": [-0.171, -2.213],
  "orbital_gap_ha": [0.1571, 0.2319],
  "multiplicity": 2
}

---

{
  "formula": "C3H5N3",
  "method": "ωB97M-V/def2-TZVPD",
  "elements": ["C", "C", "N", "N", "N", "C", "H", "H", "H", "H", "H"],
  "xyz": [[-1.936, -0.557, 0.057], [-0.737, -1.081, -0.593], [0.204, -1.500, -1.118], [2.613, -0.155, 0.313], [1.779, 0.750, 0.249], [0.824, 1.473, 0.271], [-1.660, 0.088, 0.895], [-2.521, 0.025, -0.660], [-2.548, -1.386, 0.421], [3.486, 0.218, 0.691], [0.495, 2.125, -0.525]],
  "nbo_charge": [-0.73, 0.28, -0.33, -0.44, 0.00, -0.11, 0.26, 0.25, 0.25, 0.34, 0.22],
  "lumo_energy_ha": 0.032,
  "e_tot_ha": -281.4555,
  "de_lowest_kcal_mol": 84.41,
  "homo_ev": -9.113,
  "orbital_gap_ha": 0.3667
}

---

{
  "formula": "CHN2O4S",
  "method": "ωB97M-V/def2-TZVPD",
  "elements": ["C", "N", "N", "O", "O", "O", "O", "S", "H"],
  "xyz": [[-2.308, 1.348, -0.053], [-1.398, 0.677, -0.380], [2.860, -0.257, -0.223], [-3.013, 2.200, 0.325], [0.667, -0.971, -0.504], [-1.333, -1.720, 0.582], [3.285, -0.563, 0.887], [-0.801, -1.104, -0.626], [2.040, 0.391, -0.008]],
  "nbo_charge": [0.79, -0.81, 0.01, -0.62, -1.03, -1.00, -0.33, 1.68, 0.30],
  "lumo_energy_ha": 0.136,
  "e_tot_ha": -847.3467,
  "total_charge": -1,
  "de_lowest_kcal_mol": 35.61,
  "homo_ev": -5.097,
  "orbital_gap_ha": 0.3232
}

---

{
  "formula": "C42H47F3GeN5O2P2PdSe",
  "method": "ωB97M-V/def2-TZVPD",
  "elements": ["Pd", "C", "P", "C", "C", "C", "P", "C", "C", "H", "H", "H", "H", "H", "H", "H", "H", "H", "H", "H", "H", "H", "H", "H", "H", "F", "C", "F", "F", "C", "C", "C", "N", "C", "C", "H", "H", "H", "H", "O", "C", "O", "C", "C", "Ge", "C", "C", "C", "C", "C", "C", "C", "C", "C", "C", "C", "C", "C", "C", "C", "C", "C", "C", "H", "H", "H", "H", "H", "H", "H", "H", "H", "H", "H", "H", "H", "H", "H", "H", "H", "H", "H", "N", "C", "C", "C", "N", "H", "H", "H", "H", "Se", "N", "C", "C", "C", "C", "C", "C", "N", "H", "H", "H", "H"],
  "xyz": [[-1.544, 0.019, -1.279], [-4.401, 0.742, 1.209], [-2.684, 1.040, 0.707], [-2.462, 2.825, 0.867], [-1.688, 0.306, 2.047], [-1.747, -1.224, 2.044], [-1.622, -2.029, 0.395], [-2.967, -3.243, 0.404], [-0.172, -3.109, 0.344], [-4.576, 1.228, 2.171], [-4.601, -0.325, 1.310], [-5.094, 1.156, 0.476], [-2.713, 3.118, 1.889], [-3.119, 3.354, 0.177], [-1.430, 3.087, 0.645], [-2.033, 0.697, 3.008], [-0.665, 0.652, 1.911], [-2.697, -1.570, 2.458], [-0.957, -1.639, 2.670], [-2.705, -3.993, 1.156], [-3.057, -3.736, -0.564], [-3.919, -2.795, 0.670], [-0.180, -3.709, 1.257], [0.754, -2.548, 0.290], [-0.259, -3.781, -0.511], [-4.925, 5.432, -4.850], [-3.756, 4.938, -5.261], [-2.870, 5.931, -5.313], [-3.919, 4.450, -6.492], [-3.298, 3.837, -4.323], [-4.091, 2.716, -4.157], [-3.655, 1.715, -3.311], [-2.500, 1.779, -2.634], [-1.744, 2.877, -2.795], [-2.105, 3.921, -3.631], [-5.034, 2.613, -4.678], [-4.253, 0.827, -3.181], [-0.826, 2.919, -2.229], [-1.464, 4.785, -3.729], [-0.019, 1.604, -0.827], [0.848, 0.801, -0.397], [0.476, -0.370, -0.073], [2.295, 1.199, -0.365], [3.234, 0.191, 0.295], [3.245, 0.025, 2.245], [4.904, 0.852, 2.982], [5.242, 2.189, 2.584], [6.483, 2.681, 2.850], [7.374, 1.914, 3.644], [7.012, 0.636, 4.140], [5.766, 0.145, 3.881], [3.183, -1.814, 2.789], [2.006, -2.328, 3.338], [1.926, -3.657, 3.732], [3.025, -4.493, 3.579], [4.198, -3.999, 3.026], [4.277, -2.669, 2.635], [2.064, 1.155, 3.299], [1.592, 2.402, 2.862], [0.813, 3.199, 3.690], [0.497, 2.768, 4.972], [0.973, 1.548, 5.431], [1.761, 0.753, 4.607], [2.351, 2.193, 0.073], [2.563, 1.342, -1.417], [4.264, 0.403, 0.002], [3.008, -0.811, -0.070], [4.535, 2.783, 2.019], [6.785, 3.655, 2.489], [8.330, 2.338, 3.924], [7.715, 0.072, 4.739], [5.456, -0.805, 4.298], [1.152, -1.678, 3.487], [1.017, -4.041, 4.179], [2.970, -5.525, 3.899], [5.055, -4.648, 2.905], [5.202, -2.310, 2.193], [1.842, 2.777, 1.880], [0.470, 4.166, 3.344], [-0.097, 3.396, 5.624], [0.749, 1.224, 6.439], [2.145, -0.184, 4.993], [0.185, 0.490, -4.060], [1.287, 0.107, -4.726], [1.780, -1.007, -4.082], [0.888, -1.225, -3.025], [-0.085, -0.316, -3.021], [-0.438, 1.251, -4.280], [1.626, 0.636, -5.601], [2.647, -1.585, -4.350], [0.902, -2.002, -2.278], [-4.782, -1.166, -1.638], [-3.137, -1.267, -2.383], [-3.206, -2.170, -3.354], [-2.153, -2.551, -4.249], [-2.419, -3.483, -5.192], [-3.710, -4.112, -5.336], [-4.736, -3.789, -4.528], [-4.517, -2.797, -3.509], [-5.461, -2.399, -2.688], [-1.181, -2.095, -4.171], [-1.632, -3.771, -5.877], [-3.847, -4.850, -6.114], [-5.714, -4.238, -4.620]],
  "lowdin_spin": [1.54, 0.03, 0.16, 0.03, 0.01, 0.03, 0.32, 0.05, 0.05, 0.01, 0.00, 0.00, 0.01, 0.00, 0.00, 0.00, 0.00, 0.00, 0.00, 0.01, 0.00, 0.00, 0.01, 0.00, 0.00, 0.00, 0.00, 0.00, 0.00, 0.00, 0.00, 0.01, 0.12, 0.01, 0.00, 0.00, 0.00, 0.00, 0.00, 0.15, 0.01, 0.21, 0.01, 0.00, 0.02, 0.31, 0.09, 0.05, 0.26, 0.05, 0.09, 0.00, 0.00, 0.00, 0.00, 0.00, 0.00, 0.05, 0.02, 0.00, 0.02, 0.00, 0.02, 0.00, 0.00, 0.00, 0.00, 0.00, 0.00, 0.01, 0.00, 0.00, 0.00, 0.00, 0.00, 0.00, 0.00, 0.00, 0.00, 0.00, 0.00, 0.00, 0.00, 0.00, 0.00, 0.00, 0.06, 0.00, 0.00, 0.00, 0.00, 0.01, 0.11, 0.01, 0.00, 0.00, 0.00, 0.00, 0.00, 0.00, 0.00, 0.00, 0.00, 0.00],
  "lumo_energy_ha": [-0.282, -0.393],
  "e_tot_ha": -7640.5064,
  "total_charge": 3,
  "de_lowest_kcal_mol": 5.00,
  "homo_ev": [-15.259, -15.623],
  "orbital_gap_ha": [0.2792, 0.1808],
  "multiplicity": 5
}